Formula: C3H2NO3
Source: the Open Molecules 2025 dataset
Level of theory: the ωB97M-V functional and the def2-TZVPD basis

Atoms and positions in Å:
1 C 0.030 1.419 0.051
2 C -2.257 -1.214 -0.141
3 C 1.913 0.068 0.167
4 N 1.053 0.806 -0.324
5 O -0.654 2.306 -0.042
6 O -3.121 -1.984 -0.097
7 O -1.356 -0.474 -0.097
8 H 1.706 -0.640 0.913
9 H 2.686 -0.287 -0.430

Values from the calculation:
- Gap between HOMO and LUMO: 10.03 eV
- Energy above the lowest of the compared OMol25 structures with the same formula, charge and spin: 0.380 eV
- Net charge: +1
- LUMO: -7.234 eV
- Strongest force on any atom: 2.92 eV/Å